Entry 1:
Formula: C3H4N2OS
Source: the OMol25 dataset
Level of theory: wB97M-V/def2-TZVPD

Energy above the lowest of the compared OMol25 structures with the same formula, charge and spin: 437.7 kJ/mol
E: -19034.512 eV

```
11
Properties=species:S:1:pos:R:3:forces:R:3:lowdin_charge:R:1
C -1.33421 1.08346 -0.13703 2.6 1.3 0.6 -0.173
C -0.01247 1.61279 0.08976 -0.2 0.6 -0.5 -0.470
C -1.71150 -0.16563 -0.12667 -0.9 -1.4 -0.4 -0.230
N 0.75189 -0.76411 -0.11442 -0.5 1.7 -0.1 -0.468
N 1.64295 -1.80852 -0.10180 -1.9 -2.1 1.3 -0.108
O -2.35883 -1.11618 -0.21577 0.2 -0.6 0.2 0.185
S 1.42584 0.71956 0.16295 -2.1 -0.6 -0.4 0.955
H -2.14530 1.75945 -0.24845 -0.6 0.5 -0.1 0.110
H 0.08679 2.67946 -0.10741 0.3 -0.3 0.3 0.051
H 1.14962 -2.54229 0.54725 1.9 1.5 -1.5 0.131
H 2.50522 -1.45797 0.25160 1.1 -0.7 0.6 0.017
```
Forces are in eV/Å.

---

Entry 2:
Formula: H48O24
Source: the OMol25 dataset
Level of theory: wB97M-V/def2-TZVPD

Energy above the lowest of the compared OMol25 structures with the same formula, charge and spin: 35.3 kJ/mol
E: -49923.723 eV

```
72
Properties=species:S:1:pos:R:3:forces:R:3:lowdin_charge:R:1
O -2.49052 1.57402 3.19804 0.3 -0.4 0.1 -0.046
H -2.16548 2.36786 3.62349 -0.1 0.1 0.0 0.060
H -3.30402 1.79566 2.72162 -0.4 0.4 -0.1 0.009
O -1.49937 -0.90108 2.66395 0.5 -1.6 -0.4 -0.073
H -1.89957 -1.72964 3.02751 0.3 0.5 -0.2 0.036
H -2.00960 -0.15077 2.94777 -0.4 1.0 0.5 -0.007
O -2.47268 -0.60696 -0.04793 0.3 0.7 0.1 -0.073
H -2.77562 0.33168 0.03153 0.3 -0.8 -0.3 0.040
H -1.86662 -0.73706 0.71401 -0.5 0.1 -0.1 0.019
O -1.90881 -2.17187 -2.39217 1.8 1.2 0.5 -0.033
H -2.73676 -2.58678 -2.39851 -1.9 -1.0 0.0 0.036
H -1.97866 -1.50085 -1.67561 -0.1 -0.1 -0.1 0.034
O 5.69773 -2.61037 0.41455 0.6 0.3 0.1 -0.022
H 6.61021 -2.72425 0.14757 0.1 -0.1 -0.1 0.071
H 5.64116 -1.74818 0.84665 -0.3 0.2 0.1 0.036
O 0.31273 -4.40322 2.41986 -0.7 2.2 0.5 -0.007
H 0.53163 -5.26444 2.16314 0.6 -2.0 -0.7 0.034
H 0.38223 -3.85129 1.62743 0.1 -0.1 0.1 0.065
O 2.46677 2.17224 2.33853 0.1 -1.1 -0.2 -0.067
H 3.40818 2.08091 2.53364 -0.1 0.2 0.0 0.030
H 2.24962 1.24963 2.06490 -0.1 0.8 0.1 0.013
O -0.19825 1.91860 0.90360 -0.7 1.3 -0.7 -0.062
H -0.83536 2.67294 1.03506 0.5 -1.0 0.0 0.059
H 0.01036 1.52348 1.74558 -0.2 0.0 0.6 0.021
O -4.76471 2.39776 1.70311 -0.5 -0.6 -0.2 -0.095
H -4.49759 2.12173 0.77877 -0.5 0.4 0.6 0.011
H -5.69056 2.10887 1.84718 1.0 0.2 -0.2 0.064
O -3.71572 2.14688 -0.70557 -0.3 -0.8 1.0 -0.054
H -3.24868 2.97857 -0.63035 0.3 0.5 -0.4 0.034
H -3.90124 1.83663 -1.60824 0.2 0.4 -0.1 0.017
O 2.89961 -2.59339 2.38055 0.3 -0.2 -0.8 -0.104
H 3.12700 -3.22895 1.60372 -0.4 0.9 0.6 0.006
H 2.36508 -3.12919 2.95838 -0.4 -0.2 0.5 0.023
O 1.04362 -0.59121 1.31936 -0.3 -0.6 0.9 -0.084
H 0.22905 -0.75113 1.86109 0.5 0.3 -0.4 0.027
H 1.58961 -1.38453 1.51972 -0.1 0.4 -0.1 0.017
O 1.23673 0.34319 -5.31523 0.0 -1.0 0.6 -0.085
H 1.93348 0.07400 -4.69126 0.0 0.5 -0.4 0.054
H 0.59385 -0.37937 -5.10875 0.1 0.3 -0.4 0.004
O 1.12411 4.35004 0.50188 0.0 -0.7 0.2 -0.081
H 1.97299 4.55085 0.91284 -0.1 -0.1 -0.1 0.050
H 0.93540 3.40064 0.74052 0.3 0.9 -0.2 0.017
O -0.15111 4.36966 -2.03042 1.0 -1.3 -0.4 -0.099
H 0.50238 4.38543 -1.28520 -0.2 -0.2 -0.7 0.018
H 0.06893 3.56569 -2.60222 -0.6 1.4 1.2 0.067
O -3.48303 1.10674 -3.05432 0.4 0.8 1.0 -0.045
H -3.57729 0.50904 -3.77664 0.2 -0.5 -0.7 0.047
H -2.53590 1.33729 -2.93574 -0.3 -0.4 -0.8 0.041
O 3.50592 -3.89915 0.30460 -0.4 -1.0 0.0 -0.048
H 4.36783 -3.45521 0.30019 0.4 0.0 -0.4 -0.014
H 3.04589 -3.68078 -0.51092 -0.2 0.4 0.0 0.040
O -0.38546 -1.83337 -4.56173 -1.0 0.1 0.8 -0.084
H -1.06153 -1.92677 -3.81509 1.0 0.2 -0.9 0.019
H 0.07301 -2.67213 -4.57737 0.2 -0.2 -0.1 0.043
O 1.45419 -2.36059 -1.14367 0.4 -0.2 0.1 -0.057
H 0.60967 -2.54737 -1.55816 -0.2 0.2 -0.2 0.021
H 1.57889 -1.39161 -1.17863 -0.4 -0.3 -0.1 0.014
O -2.24218 -3.50400 3.39777 -0.5 -0.3 -0.5 -0.074
H -1.44641 -3.96775 3.05444 -0.5 0.1 0.1 0.016
H -3.03409 -3.83066 2.91293 1.1 0.2 0.5 0.075
O 4.47627 -0.19928 1.71544 0.2 -0.3 1.8 -0.072
H 4.99670 -0.14904 2.55586 -0.3 0.1 -1.1 0.079
H 3.69404 -0.66877 2.08189 0.2 -0.2 -0.6 0.019
O -0.58546 1.55861 -3.60757 -0.3 0.3 0.4 -0.059
H -0.19264 1.40148 -4.47879 0.2 0.0 0.1 0.028
H 0.03287 1.14173 -2.99058 0.2 0.0 0.0 0.006
O -1.86986 4.47640 0.11637 0.5 -0.8 -1.4 -0.064
H -1.66925 5.24872 0.61602 0.0 0.9 0.9 0.030
H -1.25982 4.58003 -0.67400 -0.9 -0.5 0.5 0.022
O 1.02874 0.44762 -1.36647 -0.7 -0.5 -0.8 -0.054
H 1.50665 0.80442 -0.61928 -0.1 0.3 0.5 0.039
H 0.15069 0.20199 -1.01066 0.6 0.4 0.2 0.050
```
Forces are in eV/Å.

---

Entry 3:
Formula: C20H41BrF8O6P
Source: the OMol25 dataset
Level of theory: wB97M-V/def2-TZVPD

E: -134759.541 eV
Net charge: -1

```
77
Properties=species:S:1:pos:R:3:forces:R:3:lowdin_charge:R:1
F -4.37157 3.31098 6.27087 0.2 -0.2 -0.2 0.076
C -3.58685 2.99876 5.18944 -0.1 0.3 0.2 -0.606
F -2.50701 3.80843 5.30431 -0.1 -0.2 -0.1 0.098
F -4.27565 3.42757 4.10903 0.1 -0.1 0.2 0.106
C -3.24328 1.52369 5.16382 0.0 -0.2 0.1 -0.167
C -3.17450 0.86630 3.78803 -0.2 -0.1 0.0 -0.415
P -1.52876 1.18997 2.87527 -0.2 1.5 0.1 0.335
Br -1.01224 -1.26858 2.85300 0.2 -0.9 -0.1 0.023
C 0.12918 1.42008 1.98008 0.2 -0.2 0.2 -0.458
C 0.53768 2.87205 1.74523 0.2 0.0 -0.1 -0.251
C -0.33304 3.72690 0.80781 0.1 0.2 0.1 -0.094
C -0.23779 3.37136 -0.67658 0.2 0.0 -0.2 -0.374
F 0.23795 4.46170 -1.38769 -0.2 -0.5 0.2 0.065
F 0.66298 2.36855 -0.91922 -0.4 0.4 0.1 0.086
C -1.58792 2.95963 -1.38416 0.0 0.1 0.1 -0.537
F -1.40256 1.95081 -2.23437 0.1 -0.1 -0.1 0.154
F -2.09131 3.98828 -2.08467 0.1 0.0 0.1 0.148
F -2.52505 2.58968 -0.51060 0.1 -0.1 0.0 0.145
H -2.27262 1.40826 5.67009 -0.2 0.1 -0.1 0.105
H -3.98978 1.02796 5.79623 0.1 0.1 -0.1 0.117
H -3.97722 1.22166 3.12911 0.1 0.0 0.1 0.068
H -3.30454 -0.21413 3.90951 0.1 0.2 0.0 0.021
H -2.21667 1.01445 1.60621 0.0 -0.2 0.1 -0.034
H -1.79096 2.61495 2.93734 0.0 -0.1 -0.1 -0.001
H -0.84598 1.21828 4.16479 0.1 -0.1 0.0 -0.018
H 0.11766 0.82837 1.05758 -0.1 0.1 0.0 0.039
H 0.88811 0.96763 2.63220 -0.1 0.0 -0.2 0.048
H 1.56405 2.90360 1.34718 -0.1 0.0 0.2 0.097
H 0.56668 3.38602 2.71770 -0.1 0.0 -0.2 0.109
H 0.02460 4.76305 0.86398 -0.1 -0.2 0.0 0.125
H -1.36966 3.72676 1.14653 0.1 -0.1 -0.1 0.099
C 4.81837 2.75623 -1.44633 0.0 0.0 0.0 -0.112
O 5.47851 1.82653 -0.61894 -0.1 -0.1 0.0 -0.192
C 5.38086 2.10573 0.76552 0.1 0.1 0.0 -0.204
C 5.08725 0.86924 1.58516 0.0 0.0 0.0 -0.190
O 3.77560 0.37557 1.43798 -0.1 -0.1 0.2 -0.119
C 3.41676 -0.32214 0.26133 -0.2 0.1 -0.2 -0.177
C 4.01910 -1.69821 0.11809 0.0 -0.1 -0.1 -0.192
O 5.40503 -1.65479 -0.19255 0.1 0.2 0.2 -0.196
C 6.16251 -2.66783 0.41940 0.0 0.0 -0.1 -0.127
H 5.37089 3.70143 -1.51497 0.0 0.0 0.0 0.085
H 4.75157 2.31728 -2.44089 0.0 0.0 0.0 0.088
H 3.80430 2.96336 -1.08850 0.0 0.0 0.0 0.082
H 4.59372 2.84456 0.95299 0.0 0.0 0.0 0.121
H 6.33336 2.52855 1.11548 0.0 0.1 0.0 0.123
H 5.14718 1.17712 2.63311 0.0 0.0 0.0 0.128
H 5.84339 0.09718 1.41942 0.0 0.0 -0.2 0.119
H 3.59698 0.28524 -0.62946 0.1 -0.1 0.0 0.121
H 2.33665 -0.46383 0.34681 0.0 0.0 0.0 0.127
H 3.48811 -2.21312 -0.69317 0.0 -0.1 0.1 0.128
H 3.85055 -2.25880 1.04394 0.0 0.0 0.0 0.128
H 5.92895 -2.75541 1.48645 0.0 0.0 0.0 0.086
H 7.21379 -2.40049 0.31359 0.0 0.0 0.0 0.084
H 5.99886 -3.64292 -0.05577 0.0 0.0 0.0 0.085
C -1.94381 -1.15535 -0.82467 0.0 0.0 0.0 -0.110
O -2.90148 -1.86795 -1.59601 0.2 -0.1 -0.2 -0.192
C -3.31652 -1.19503 -2.76228 -0.1 0.1 0.1 -0.214
C -3.45327 -2.13658 -3.93728 -0.1 0.0 0.0 -0.187
O -2.22142 -2.62843 -4.43903 0.0 0.0 -0.1 -0.124
C -1.58653 -3.67293 -3.72739 0.1 0.0 0.1 -0.188
C -2.15795 -5.04711 -3.99081 0.1 -0.2 0.0 -0.208
O -3.41966 -5.22793 -3.37561 -0.1 0.3 -0.1 -0.189
C -4.33040 -5.99071 -4.12524 0.0 -0.1 0.1 -0.122
H -2.40130 -0.32724 -0.27584 0.0 0.0 0.0 0.065
H -1.51608 -1.84170 -0.09835 -0.1 0.0 0.0 0.042
H -1.14693 -0.76328 -1.46774 0.0 0.0 0.0 0.085
H -2.61157 -0.39724 -3.02215 0.0 0.0 0.0 0.114
H -4.29883 -0.72987 -2.59107 0.0 0.1 0.0 0.127
H -3.87640 -1.55752 -4.76294 0.0 0.0 0.0 0.124
H -4.14526 -2.94997 -3.70523 0.1 0.0 0.1 0.119
H -1.54492 -3.46795 -2.65587 -0.1 0.0 0.0 0.124
H -0.56262 -3.68578 -4.11138 0.0 0.0 0.1 0.127
H -1.45117 -5.78748 -3.59062 0.0 0.0 -0.1 0.125
H -2.23513 -5.20188 -5.07404 0.0 0.0 0.0 0.121
H -4.37324 -5.65473 -5.16783 0.0 0.0 0.0 0.085
H -5.31375 -5.85856 -3.67583 0.0 0.0 0.0 0.086
H -4.07796 -7.05829 -4.10955 0.0 0.0 0.0 0.085
```
Forces are in eV/Å.

---

Entry 4:
Formula: C34H39BrHfN4O2P2
Source: the OMol25 dataset
Level of theory: wB97M-V/def2-TZVPD

Energy above the lowest of the compared OMol25 structures with the same formula, charge and spin: 264.8 kJ/mol
E: -135850.782 eV
Net charge: +2

```
83
Properties=species:S:1:pos:R:3:forces:R:3:lowdin_charge:R:1
Hf 0.00000 0.00000 0.00000 -9.8 -0.9 6.0 1.894
C 1.85843 0.67690 1.02418 4.0 3.6 0.3 -0.198
C 1.53218 1.65106 0.08621 3.6 0.8 1.5 -0.176
C 2.21080 1.82291 -1.26274 0.2 -0.2 -0.2 -0.143
C 1.48588 1.07974 -2.41127 -0.4 0.4 0.5 -0.126
C 0.91286 -0.26273 -2.01458 3.0 -1.8 -2.4 -0.208
C 1.50992 -1.19572 -1.17330 1.5 -0.1 -2.4 -0.185
C 2.89463 -1.05668 -0.56281 0.3 0.3 0.0 -0.127
C 2.87958 -0.42544 0.85074 -0.5 -0.7 -0.2 -0.119
C -1.63041 -1.17974 -0.51556 -0.3 -1.1 -0.9 -0.264
H 1.54131 0.84851 2.05114 -0.6 -0.2 0.0 0.126
H 0.95499 2.50218 0.43998 -0.6 0.0 0.2 0.155
H 3.25229 1.49653 -1.19578 -0.2 0.1 0.1 0.121
H 2.23910 2.89012 -1.50575 -0.1 -0.1 0.1 0.137
H 0.65250 1.69891 -2.76040 0.1 0.0 -0.2 0.136
H 2.16724 0.96510 -3.26825 -0.1 -0.2 0.0 0.152
H 0.08516 -0.60695 -2.63207 -0.4 -0.1 0.3 0.145
H 1.08637 -2.19731 -1.16848 -0.4 -0.1 0.2 0.146
H 3.53595 -0.47643 -1.23196 -0.2 -0.2 0.0 0.125
H 3.34621 -2.05174 -0.49183 -0.2 0.1 0.0 0.147
H 2.64342 -1.20562 1.58230 0.1 0.1 0.0 0.130
H 3.88534 -0.05660 1.10412 -0.2 0.2 0.1 0.165
H -2.12254 -1.58751 0.37328 -0.1 0.1 -0.1 0.042
H -1.33936 -2.00841 -1.17374 -0.4 -0.1 -0.1 0.033
H -2.36098 -0.55541 -1.04652 -0.3 0.0 -0.1 0.053
P 3.58149 2.85131 -7.56082 0.2 -0.5 -0.7 1.018
P 4.09558 5.04516 -5.32341 0.0 1.0 0.0 1.000
N 4.23999 1.24413 -7.74211 0.1 -0.1 0.1 -0.272
N 3.01189 3.21994 -9.15531 0.0 0.0 0.3 -0.276
N 5.41264 4.47425 -4.35268 0.1 0.0 0.1 -0.268
N 4.01413 6.74097 -4.91502 0.0 -0.1 0.0 -0.284
C 5.17007 3.80442 -7.57047 0.0 0.1 -0.1 -0.380
C 4.95611 5.19437 -6.95711 0.2 -0.3 0.1 -0.379
C 4.10845 0.30687 -6.71795 0.3 0.3 -0.6 -0.164
C 4.94611 -0.74925 -6.98547 0.1 0.1 -0.2 -0.088
C 5.61825 -0.45891 -8.21242 -0.2 0.0 0.1 -0.068
C 5.17732 0.76807 -8.65189 -0.3 -0.2 0.7 -0.104
C 1.64664 3.20171 -9.44660 0.4 0.1 -0.4 -0.150
C 1.48292 3.43980 -10.78709 0.1 -0.1 0.3 -0.078
C 2.78411 3.61003 -11.35210 0.2 -0.1 0.3 -0.070
C 3.70318 3.46956 -10.34242 -0.6 0.0 -0.1 -0.136
C 5.17631 3.70530 -3.21155 0.6 0.2 -0.3 -0.174
C 6.37509 3.46684 -2.58974 -0.3 0.1 -0.2 -0.097
C 7.39145 4.10716 -3.36316 -0.1 0.1 -0.3 -0.073
C 6.78499 4.71831 -4.43202 -0.4 -0.4 0.5 -0.132
C 5.04271 7.64778 -4.68578 -0.5 0.2 -0.2 -0.125
C 4.51146 8.91652 -4.71451 -0.1 -0.3 0.0 -0.075
C 3.11315 8.79726 -4.98335 0.1 -0.3 0.1 -0.082
C 2.83224 7.45728 -5.10224 0.5 0.1 0.1 -0.157
H 5.50924 3.86568 -8.61107 0.2 0.1 0.4 0.062
H 5.93631 3.27169 -7.00011 -0.2 -0.2 0.0 0.085
H 5.90573 5.71307 -6.78125 -0.2 0.0 -0.3 0.070
H 4.36390 5.80558 -7.64416 -0.1 0.1 0.3 0.094
H 3.42720 0.49472 -5.90107 0.0 0.0 -0.1 0.073
H 5.05301 -1.64092 -6.38351 0.0 0.1 -0.1 0.094
H 6.32928 -1.09276 -8.72503 -0.1 0.1 0.1 0.105
H 5.43005 1.33871 -9.53166 0.0 -0.1 0.0 0.108
H 0.93291 3.02160 -8.65596 0.0 0.0 -0.1 0.095
H 0.53794 3.49649 -11.30896 0.1 0.0 0.1 0.102
H 3.01692 3.82138 -12.38683 0.0 0.0 0.1 0.106
H 4.77993 3.53730 -10.36261 -0.2 0.0 -0.1 0.096
H 4.16750 3.40683 -2.96677 0.1 0.1 0.0 0.061
H 6.51563 2.89021 -1.68629 0.0 0.1 -0.1 0.089
H 8.45361 4.10979 -3.15922 -0.2 0.0 0.0 0.106
H 7.20857 5.29090 -5.24259 0.0 -0.1 0.1 0.108
H 6.05001 7.30499 -4.50970 -0.1 0.1 0.0 0.098
H 5.05958 9.83259 -4.53966 -0.1 -0.1 0.0 0.103
H 2.39691 9.60334 -5.05915 0.1 -0.1 0.0 0.101
H 1.91038 6.93113 -5.30277 0.0 0.1 0.0 0.096
Br 0.41227 -1.19013 4.48304 -0.4 0.0 0.3 0.790
C -1.48584 -1.01449 4.73385 -0.8 0.0 0.1 -0.544
C -1.99183 -1.54959 5.92633 0.2 0.1 -0.4 -0.112
C -3.35515 -1.49742 6.20805 0.1 0.2 -0.5 -0.037
C -4.23084 -0.90263 5.30365 0.4 0.1 -0.3 -0.039
C -3.74715 -0.36335 4.10834 0.1 -0.3 0.5 0.008
C -2.37300 -0.40769 3.79696 0.8 -0.1 0.3 -0.158
C -1.92762 0.10806 2.47109 -4.4 0.5 -3.0 -0.484
O -2.81147 0.53755 1.59842 4.0 -1.1 2.9 -0.015
O -0.68181 -0.05684 2.09451 1.6 0.4 -2.4 -0.276
H -1.32414 -2.02141 6.63649 0.0 0.1 -0.1 0.105
H -3.73385 -1.92606 7.12764 0.1 0.0 0.0 0.122
H -5.29026 -0.87070 5.52207 0.0 0.0 -0.1 0.117
H -4.45944 0.07441 3.42103 0.3 0.1 -0.1 0.125
```
Forces are in eV/Å.

---

Entry 5:
Formula: C3H5NO2
Source: the OMol25 dataset
Level of theory: wB97M-V/def2-TZVPD

Energy above the lowest of the compared OMol25 structures with the same formula, charge and spin: 242.3 kJ/mol
Structure (SMILES): [H]/N=C/OCC=O
E: -8775.183 eV

```
11
Properties=species:S:1:pos:R:3:forces:R:3:lowdin_charge:R:1
N 0.68958 1.02982 -0.43593 0.5 -0.6 -1.4 0.115
C 1.31834 -0.05811 -0.25635 0.0 -0.3 -0.1 -0.269
O 0.64753 -1.17259 -0.04651 0.1 -0.1 0.7 -0.012
C -0.76274 -0.87496 -0.04701 -0.2 -0.1 0.2 -0.116
C -0.98511 0.45853 0.67837 -0.5 -0.3 0.6 -0.348
O -0.56956 0.60823 1.80794 -0.5 0.0 -0.2 0.017
H 1.25265 1.50205 -1.11269 0.6 1.8 0.2 0.085
H 2.40229 -0.15297 -0.23369 0.0 -0.4 -0.3 0.148
H -1.20835 -1.67478 0.53746 -0.1 -0.1 0.0 0.129
H -1.15366 -0.87183 -1.07490 0.2 0.1 0.3 0.130
H -1.66689 1.16658 0.17461 0.0 -0.1 0.2 0.121
```
Forces are in eV/Å.

---

Please write out number 5 again, unchanged.
Formula: C3H5NO2
Source: the OMol25 dataset
Level of theory: wB97M-V/def2-TZVPD

Energy above the lowest of the compared OMol25 structures with the same formula, charge and spin: 242.3 kJ/mol
Structure (SMILES): [H]/N=C/OCC=O
E: -8775.183 eV

```
11
Properties=species:S:1:pos:R:3:forces:R:3:lowdin_charge:R:1
N 0.68958 1.02982 -0.43593 0.5 -0.6 -1.4 0.115
C 1.31834 -0.05811 -0.25635 0.0 -0.3 -0.1 -0.269
O 0.64753 -1.17259 -0.04651 0.1 -0.1 0.7 -0.012
C -0.76274 -0.87496 -0.04701 -0.2 -0.1 0.2 -0.116
C -0.98511 0.45853 0.67837 -0.5 -0.3 0.6 -0.348
O -0.56956 0.60823 1.80794 -0.5 0.0 -0.2 0.017
H 1.25265 1.50205 -1.11269 0.6 1.8 0.2 0.085
H 2.40229 -0.15297 -0.23369 0.0 -0.4 -0.3 0.148
H -1.20835 -1.67478 0.53746 -0.1 -0.1 0.0 0.129
H -1.15366 -0.87183 -1.07490 0.2 0.1 0.3 0.130
H -1.66689 1.16658 0.17461 0.0 -0.1 0.2 0.121
```
Forces are in eV/Å.

---

- Among the records above, which one has the lowest E?
  C34H39BrHfN4O2P2

---

- What is the E in the second record?
  -49923.723 eV

---

- The highest E belongs to which entry?
  C3H5NO2